*A*
Here is 2 unconnected molecules or ions with the total composition C3H9O2PS from the Open Molecules 2025 dataset. Energies are from ωB97M-V/def2-TZVPD.

Structure (XYZ):
```
16
Properties=species:S:1:pos:R:3:lowdin_spin:R:1
C 1.938 -1.551 -1.242 0.016
C 0.139 1.513 1.685 0.103
C -0.354 -1.656 -1.097 0.638
O -2.686 0.772 1.251 0.036
O 0.787 -2.131 -0.642 0.243
P -1.222 0.995 0.377 0.276
S -1.516 2.696 -0.727 0.580
H 1.882 -1.706 -2.312 0.005
H 2.788 -2.016 -0.713 -0.001
H 1.818 -0.436 -1.069 0.006
H -0.004 2.598 1.750 0.006
H -0.008 0.877 2.639 0.002
H 1.106 1.368 1.098 0.000
H -0.242 -0.951 -1.926 0.042
H -1.271 -1.964 -0.627 0.042
H -3.154 1.595 1.556 0.007
```

Properties
expectation value of S² = 2.012
highest occupied orbital energy (alpha / beta) = -6.5863 / -9.3288 eV
spin multiplicity = 3



*B*
Here is C3H9O2PS in the gas phase from the Open Molecules 2025 dataset. Energies are from ωB97M-V/def2-TZVPD.

Structure (XYZ):
```
16
Properties=species:S:1:pos:R:3:lowdin_spin:R:1
C -0.196 -0.395 -2.523 0.006
C 1.365 -0.549 1.042 0.072
C -0.851 0.454 -0.328 0.181
O -1.176 -0.275 2.369 0.079
O 0.190 0.335 -1.350 0.013
P -0.059 0.513 1.441 0.465
S 0.278 2.265 2.236 1.083
H 0.694 -0.635 -2.922 0.001
H -0.745 0.324 -3.221 0.001
H -0.713 -1.333 -2.126 0.003
H 1.804 -0.849 1.953 0.016
H 1.276 -1.323 0.258 0.000
H 2.158 0.158 0.940 0.017
H -1.237 1.423 -0.508 0.005
H -1.673 -0.327 -0.429 0.035
H -1.117 0.212 3.169 0.022
```

Properties
expectation value of S² = 2.005
highest occupied orbital energy (alpha / beta) = -3.4443 / -9.7550 eV
spin multiplicity = 3



Most stable: *A* (next structure +0.0977 hartree)



*A*
Here is 2 unconnected molecules or ions with the total composition C4H14N2OS from the Open Molecules 2025 dataset. Energies are from ωB97M-V/def2-TZVPD.

Structure (XYZ):
```
22
Properties=species:S:1:pos:R:3:mulliken_charge:R:1
C -1.943 1.291 -0.055 -1.465
C -0.582 0.708 -0.391 0.343
C -0.452 0.580 -1.949 -0.865
S 0.610 1.941 -2.592 -0.227
N -0.336 -0.561 0.238 -0.313
C -0.236 -0.736 1.679 -0.538
N 0.469 -1.923 2.116 -0.621
H -1.996 1.524 1.017 0.378
H -2.164 2.288 -0.452 0.378
H -2.716 0.590 -0.374 0.367
H 0.207 1.389 -0.062 0.305
H 0.123 -0.307 -2.196 0.387
H -1.432 0.589 -2.417 0.352
H -0.255 2.957 -2.530 0.106
H -0.815 -1.327 -0.214 0.253
H 0.301 0.130 2.068 0.325
H -1.244 -0.685 2.111 0.290
H 0.249 -2.714 1.531 0.263
H 1.448 -1.718 1.992 0.289
O 3.471 -1.562 0.464 -0.616
H 2.935 -1.152 -0.210 0.298
H 4.357 -1.302 0.227 0.312
```

Properties
highest occupied orbital energy = -8.5681 eV
spin multiplicity = 1



*B*
Here is 3 unconnected molecules or ions with the total composition C4H14N2OS from the Open Molecules 2025 dataset. Energies are from ωB97M-V/def2-TZVPD.

Structure (XYZ):
```
22
Properties=species:S:1:pos:R:3:mulliken_charge:R:1
N 0.874 -0.470 -0.253 -0.522
C -0.456 -1.099 -0.131 0.434
C -0.536 -2.381 0.595 -0.677
S 1.874 -3.727 -0.830 -0.145
C -1.343 -0.076 0.604 -1.129
N -1.651 1.106 -0.238 -0.342
C -0.899 2.321 0.038 -0.851
H 1.557 -0.947 0.349 0.265
H 1.179 -0.854 -1.146 0.290
H -0.845 -1.125 -1.153 0.240
H -0.026 -2.379 1.569 0.424
H -1.483 -2.881 0.794 0.392
H 0.187 -3.093 0.107 -0.334
H -0.714 0.357 1.389 0.379
H -2.202 -0.474 1.146 0.465
H -2.635 1.367 -0.291 0.229
H 0.004 2.052 0.584 0.261
H -1.451 2.896 0.783 0.351
H -0.644 2.925 -0.830 0.271
H 2.984 1.374 -0.972 0.300
H 3.434 2.805 -1.310 0.306
O 2.793 2.301 -0.804 -0.606
```

Properties
highest occupied orbital energy = -8.4474 eV
spin multiplicity = 1



*C*
Here is 2 unconnected molecules or ions with the total composition C4H14N2OS from the Open Molecules 2025 dataset. Energies are from ωB97M-V/def2-TZVPD.

Structure (XYZ):
```
22
Properties=species:S:1:pos:R:3:mulliken_charge:R:1
N -0.479 -0.587 1.882 -0.439
C 0.565 -1.088 1.013 -0.837
C 1.135 -0.172 -0.087 0.105
N 1.835 1.004 0.521 -0.600
C -0.057 0.503 -0.857 -1.043
C -0.846 -0.423 -1.708 -0.548
S 0.076 -1.111 -3.129 -0.238
H -1.177 -1.246 2.176 0.228
H -0.835 0.255 1.485 0.189
H 1.395 -1.429 1.675 0.371
H 0.320 -1.973 0.416 0.324
H 1.871 -0.704 -0.683 0.479
H 1.441 1.244 1.420 0.228
H 2.839 1.022 0.559 0.193
H 0.304 1.389 -1.397 0.417
H -0.614 1.065 -0.116 0.369
H -1.694 0.113 -2.190 0.345
H -1.392 -1.201 -1.181 0.360
H 1.331 -0.702 -2.909 0.099
O -1.804 2.219 4.297 -0.626
H -2.086 2.090 5.208 0.311
H -2.337 2.845 3.825 0.314
```

Properties
highest occupied orbital energy = -8.8171 eV
spin multiplicity = 1



Most stable: *A* (next structure +0.0188 hartree)



*A*
Here is 2 unconnected molecules or ions with the total composition C3H5Br from the Open Molecules 2025 dataset. Energies are from ωB97M-V/def2-TZVPD.

Structure (XYZ):
```
9
Properties=species:S:1:pos:R:3:mulliken_charge:R:1
C -1.551 -0.415 -0.221 -0.428
C -0.433 -0.970 0.073 -0.215
C 1.198 0.751 0.246 -0.612
Br 2.924 -0.018 -0.114 -0.127
H -2.490 -0.878 -0.214 0.318
H -1.438 0.653 -0.759 0.118
H -0.019 -1.795 0.527 0.352
H 1.108 1.443 1.085 0.344
H 0.701 1.229 -0.623 0.250
```

Properties
highest occupied orbital energy (alpha / beta) = -8.5649 / -8.5648 eV
spin multiplicity = 1



*B*
Here is 2 unconnected molecules or ions with the total composition C3H5Br from the Open Molecules 2025 dataset. Energies are from ωB97M-V/def2-TZVPD.

Structure (XYZ):
```
9
Properties=species:S:1:pos:R:3:mulliken_charge:R:1
C 0.592 -0.011 0.597 -0.307
C 2.311 0.013 -0.624 -0.317
C -0.653 -0.181 -0.075 -0.649
Br 3.867 -0.074 0.397 -0.085
H 0.668 0.553 1.569 0.340
H 2.216 -0.880 -1.374 0.256
H -0.528 -0.417 -1.100 0.269
H -1.454 0.667 0.164 0.243
H -1.014 -1.027 0.579 0.250
```

Properties
highest occupied orbital energy (alpha / beta) = -8.4727 / -8.1551 eV
spin multiplicity = 1



Most stable: *A* (next structure +0.0599 hartree)



*A*
Here is 2 unconnected molecules or ions with the total composition C2H9N4 from the Open Molecules 2025 dataset. Energies are from ωB97M-V/def2-TZVPD.

Structure (XYZ):
```
15
Properties=species:S:1:pos:R:3:mulliken_charge:R:1
C -0.124 0.983 -2.674 -0.637
C 1.109 -1.530 1.743 -0.141
N -0.442 0.245 1.824 -0.431
N 0.426 -0.628 2.337 0.162
N -0.201 0.713 -1.332 -0.043
N -1.104 0.083 -0.811 -0.548
H 0.845 1.453 -3.020 0.262
H -0.373 0.085 -3.317 0.276
H -0.889 1.726 -2.794 0.336
H 1.648 -2.157 2.394 0.272
H 1.178 -1.634 0.674 0.284
H -0.630 1.081 2.464 0.317
H -1.670 -0.294 -1.625 0.255
H -0.340 0.499 0.831 0.381
H 0.567 -0.625 3.306 0.255
```

Properties
highest occupied orbital energy = -13.2777 eV
net charge = +1
spin multiplicity = 1



*B*
Here is 2 unconnected molecules or ions with the total composition C2H9N4 from the Open Molecules 2025 dataset. Energies are from ωB97M-V/def2-TZVPD.

Structure (XYZ):
```
15
Properties=species:S:1:pos:R:3:mulliken_charge:R:1
C -1.136 0.505 -0.584 -0.172
C -0.995 -0.927 -0.098 0.538
N -0.051 1.001 -1.026 -0.451
N 0.226 -1.214 0.358 -0.296
N -1.932 -1.860 -0.190 -0.336
N 1.978 1.546 0.466 -0.753
H -2.058 1.003 -0.446 0.430
H -0.008 2.032 -1.187 0.299
H 0.410 -2.198 0.707 0.253
H 1.008 -0.665 0.103 0.228
H -2.868 -1.712 -0.273 0.262
H -1.648 -2.669 0.399 0.238
H 2.646 1.700 -0.283 0.255
H 2.408 0.979 1.192 0.249
H 2.022 2.479 0.862 0.257
```

Properties
highest occupied orbital energy = -13.6083 eV
net charge = +1
spin multiplicity = 1



*C*
Here is 2 unconnected molecules or ions with the total composition C2H9N4 from the Open Molecules 2025 dataset. Energies are from ωB97M-V/def2-TZVPD.

Structure (XYZ):
```
15
Properties=species:S:1:pos:R:3:mulliken_charge:R:1
N 1.798 0.442 -0.288 -0.478
C 1.111 1.684 -0.527 0.013
N 0.377 2.169 0.460 -0.598
H 2.179 0.326 0.581 0.241
H 2.454 0.272 -0.946 0.223
H 1.334 2.213 -1.444 0.384
H 0.186 3.136 0.171 0.256
N -1.776 -0.865 0.974 -0.338
C -1.304 -1.185 -0.212 0.218
N -0.353 -2.091 -0.395 -0.282
H -1.163 -1.002 1.754 0.249
H -2.392 -0.044 1.021 0.300
H -1.792 -0.712 -1.081 0.339
H -0.080 -2.310 -1.305 0.241
H 0.109 -2.456 0.427 0.232
```

Properties
highest occupied orbital energy = -13.0447 eV
net charge = +1
spin multiplicity = 1



Most stable: *C* (next structure +0.0126 hartree)



*A*
Here is 2 unconnected molecules or ions with the total composition C4H11NO3 from the Open Molecules 2025 dataset. Energies are from ωB97M-V/def2-TZVPD.

Structure (XYZ):
```
19
Properties=species:S:1:pos:R:3:mulliken_charge:R:1
C -0.180 0.409 0.661 -0.474
C -1.495 -0.167 0.440 -0.674
C -2.586 0.621 -0.499 -0.346
O -3.792 0.031 -0.564 -0.898
N 0.944 -0.027 -0.233 -0.406
C 2.336 0.490 0.167 -0.606
O 2.365 1.835 0.299 -0.915
H 0.246 0.160 1.648 0.339
H -0.212 1.468 0.672 0.355
H -1.341 -1.138 -0.058 0.121
H -2.147 -0.378 1.241 0.347
H -2.606 1.679 0.094 0.065
H -2.182 0.919 -1.501 0.192
H 0.831 0.547 -1.086 0.260
H 2.987 0.072 -0.487 0.388
H 2.506 -0.109 1.145 0.188
H 1.601 -2.576 -0.052 0.261
H 1.106 -1.448 -0.905 0.584
O 1.620 -2.391 -0.981 -0.782
```

Properties
highest occupied orbital energy = 0.3363 eV
net charge = -2
spin multiplicity = 1



*B*
Here is 2 unconnected molecules or ions with the total composition C4H11NO3 from the Open Molecules 2025 dataset. Energies are from ωB97M-V/def2-TZVPD.

Structure (XYZ):
```
19
Properties=species:S:1:pos:R:3:mulliken_charge:R:1
C 0.209 -0.930 -0.315 -0.442
C 0.240 -0.627 1.189 -0.586
C 1.481 0.082 1.729 -0.632
O 1.341 0.579 2.974 -0.898
N -0.566 0.058 -1.076 -0.303
C -1.017 -0.455 -2.421 -0.479
O -0.068 -0.489 -3.379 -0.933
H -0.267 -1.906 -0.439 0.473
H 1.232 -1.011 -0.717 0.246
H -0.623 0.019 1.362 0.191
H 0.108 -1.545 1.788 0.271
H 2.302 -0.668 1.581 0.287
H 1.709 0.866 0.942 0.140
H 0.094 0.781 -1.366 0.249
H -1.843 0.225 -2.695 0.243
H -1.444 -1.460 -2.217 0.215
H -0.567 2.193 1.705 0.361
H -1.091 1.828 0.308 0.388
O -1.229 2.459 1.046 -0.791
```

Properties
highest occupied orbital energy = 0.2130 eV
net charge = -2
spin multiplicity = 1



Most stable: *B* (next structure +0.0331 hartree)



*A*
Here is 2 unconnected molecules or ions with the total composition C3H2NO3 from the Open Molecules 2025 dataset. Energies are from ωB97M-V/def2-TZVPD.

Structure (XYZ):
```
9
Properties=species:S:1:pos:R:3:mulliken_charge:R:1
C -1.244 0.395 1.060 0.741
C 2.256 -0.527 0.601 0.631
C -1.074 0.120 -1.340 -0.060
N -1.315 0.565 -0.185 -0.169
O -1.238 0.474 2.191 -0.123
O 3.337 -0.332 0.881 -0.248
O 1.133 -0.623 0.325 -0.415
H -0.741 -1.017 -1.365 0.306
H -1.115 0.944 -2.168 0.337
```

Properties
highest occupied orbital energy = -17.2015 eV
net charge = +1
spin multiplicity = 1



*B*
Here is a gas-phase ion, C3H2NO3 (charge +1) from the Open Molecules 2025 dataset. Energies are from ωB97M-V/def2-TZVPD.

Structure (XYZ):
```
9
Properties=species:S:1:pos:R:3:mulliken_charge:R:1
C -0.992 0.602 -0.113 -0.666
C -0.680 -0.770 0.065 0.308
C -0.118 1.624 -0.071 0.741
N 1.828 -0.781 0.363 0.362
O 0.577 2.507 -0.053 -0.084
O 2.645 -1.201 -0.366 -0.080
O 0.424 -1.420 0.034 -0.259
H -2.024 0.770 0.156 0.341
H -1.660 -1.330 -0.014 0.338
```

Properties
highest occupied orbital energy = -16.1293 eV
net charge = +1
spin multiplicity = 1



Most stable: *A* (next structure +0.1174 hartree)